12 unconnected molecules or ions with the total composition C15H54N12O12 at a distorted geometry, computed with ωB97M-V/def2-TZVPD.

Geometry as XYZ:
```
93
Properties=species:S:1:pos:R:3:forces:R:3:lowdin_charge:R:1
N -0.185 -3.972 -2.534 0.7578 -1.5242 -5.3368 0.15
C -0.511 -2.706 -2.458 0.3644 7.1345 -2.8151 -0.53
N -0.675 -2.365 -1.208 -1.7822 0.5767 3.1517 0.17
O -0.432 -1.707 -3.430 -0.0532 -6.0536 3.7167 -0.11
H 0.081 -4.269 -3.483 -0.3914 -0.3450 0.9023 0.16
H -0.266 -4.607 -1.799 -0.7698 -1.0527 0.8791 0.09
H -0.925 -1.414 -0.973 -0.0262 0.0764 -0.6633 0.07
H -0.914 -3.070 -0.412 0.3830 1.3175 -2.4138 0.09
N 2.595 -2.227 -0.158 1.2717 5.5142 0.7131 0.17
C 2.595 -3.476 0.074 2.9360 -4.1157 4.8707 -0.70
N 1.895 -4.139 -0.813 -2.7571 -4.5343 -2.7639 0.10
O 3.185 -4.102 1.120 -2.5993 2.6641 -4.4847 -0.09
H 3.148 -1.700 0.516 -0.2994 -0.0785 0.1536 0.09
H 2.310 -1.671 -0.995 0.2321 -1.3206 0.2711 0.08
H 1.969 -5.151 -0.614 -0.1292 0.7819 -0.4226 0.13
H 1.178 -3.892 -1.614 2.9188 0.1985 2.2040 0.09
N -0.549 -4.034 0.823 4.2100 -2.0840 -2.3741 0.13
C -1.438 -3.618 1.653 -8.4747 -3.7486 3.6144 -0.60
N -1.343 -2.374 2.032 -0.1810 3.6047 0.4186 0.14
O -2.540 -4.358 2.051 5.6598 3.2309 -2.1520 -0.11
H -0.603 -5.019 0.566 0.2415 0.3587 0.4341 0.15
H 0.373 -3.528 0.591 -1.7384 -1.4269 1.0415 0.13
H -2.205 -1.923 2.383 0.6895 -0.6125 -0.5491 0.16
H -0.589 -1.715 1.682 -1.2715 -0.7103 0.0137 0.10
N 0.365 -0.463 0.868 1.4687 -3.1257 1.7045 0.16
C -0.364 0.446 0.326 -3.7343 4.7935 5.1317 -0.67
N -0.192 0.573 -0.907 -3.4645 3.7240 -6.3477 0.21
O -1.176 1.250 1.032 2.7628 -3.2906 -2.4797 -0.06
H 0.600 -0.346 1.806 0.6639 0.2650 2.4039 0.04
H 0.848 -1.192 0.383 0.5818 0.2394 -0.5961 0.07
H -0.966 1.214 -1.287 1.5238 -1.2838 0.1393 0.13
H 0.505 0.270 -1.554 0.4429 -0.7028 0.0952 0.08
N 1.168 -1.205 5.614 6.0971 0.1026 6.1360 0.16
C 0.522 -1.049 4.542 2.1305 1.9297 -6.6366 -0.60
N -0.600 -1.721 4.476 -1.4545 0.5984 -3.4188 0.18
O 1.131 -0.368 3.509 -3.2603 -2.3686 4.1352 -0.12
H 2.105 -0.705 5.627 -1.8062 -0.8477 0.0103 0.16
H 1.178 -2.023 6.294 -0.7184 1.5945 -1.6336 0.17
H -0.818 -2.048 3.488 -0.0480 0.1931 1.8966 0.06
H -0.827 -2.303 5.220 -0.4901 -1.0756 1.3145 0.09
N -1.757 1.684 3.761 -1.9297 -4.3358 -1.7851 0.15
C -1.172 2.699 4.292 3.6823 6.0575 -5.6368 -0.70
N -1.159 2.706 5.557 0.6891 -0.1543 7.6886 0.12
O -0.574 3.752 3.592 -2.8818 -5.0068 3.0296 -0.15
H -1.511 1.516 2.780 -0.3104 -0.2042 -0.1079 0.05
H -2.094 0.832 4.335 0.9723 2.2947 -1.3617 0.14
H -0.645 3.504 5.981 -0.7364 -1.1971 -0.2935 0.14
H -1.376 1.819 6.149 0.6215 2.5767 -1.5527 0.16
C -4.201 -0.290 0.110 -0.1369 1.8542 -0.4298 -0.07
C -3.695 -0.278 -1.317 1.4043 1.7645 0.9498 -0.26
O -3.035 0.967 -1.664 -1.0074 -0.2271 -0.8315 -0.13
H -3.495 -0.027 0.883 0.7088 0.9423 -0.2586 0.05
H -4.313 -1.283 0.348 -1.1876 -2.6372 0.4132 0.04
H -5.113 0.287 0.274 0.0163 -0.1723 -0.0565 0.08
H -4.434 -0.593 -2.026 -0.5751 0.0614 -0.4436 0.11
H -2.895 -0.964 -1.314 0.7614 -1.5188 -0.3476 0.06
H -2.742 0.906 -2.615 -0.2771 -0.0035 1.1062 0.06
C 2.488 1.608 -3.033 -0.5491 0.5887 0.0680 -0.05
C 2.920 0.491 -2.040 -2.1655 1.5132 -2.3102 -0.23
O 2.098 -0.675 -2.264 0.1841 0.1049 -0.2146 -0.14
H 2.916 1.451 -4.012 0.4314 -0.2700 -0.3305 0.06
H 2.758 2.657 -2.759 -0.1180 -0.9443 0.2536 0.09
H 1.402 1.594 -3.242 0.2727 0.0073 0.5486 0.06
H 2.801 0.832 -1.043 -0.2685 -0.1207 0.8941 0.06
H 3.909 0.301 -2.264 2.2684 -0.7741 0.0005 0.09
H 2.216 -1.053 -3.157 -0.1218 0.5269 0.5042 0.13
C -1.414 2.652 -5.031 0.3558 0.8293 1.1153 -0.08
C -1.043 1.179 -5.070 -2.0539 1.4780 0.7447 -0.28
O -1.425 0.728 -3.759 1.8641 -1.9232 -1.5224 -0.16
H -0.987 3.269 -4.151 0.0797 -1.3104 -1.5460 0.10
H -2.455 2.858 -4.899 -1.0487 -0.6366 0.1955 0.06
H -1.238 3.106 -5.964 0.8282 0.9018 -1.1407 0.05
H 0.015 1.066 -5.240 0.5190 -0.2191 -0.0377 0.10
H -1.626 0.563 -5.802 0.5313 0.8036 0.1643 0.13
H -0.999 -0.169 -3.887 -1.0828 0.3510 1.9153 0.04
C -1.638 3.930 -1.515 0.8983 0.6322 0.2733 -0.17
O -1.889 4.660 -0.312 0.2051 -0.4025 -0.1135 -0.12
H -1.575 4.675 -2.310 0.7899 0.1922 0.0811 0.07
H -2.527 3.441 -1.819 -0.6677 -1.3965 -0.0237 0.05
H -0.696 3.259 -1.493 -1.5041 1.0401 0.0569 0.09
H -2.395 4.110 0.306 0.4296 0.0022 -0.2551 0.08
C 1.755 3.582 0.578 1.0342 -1.1289 1.6277 -0.12
O 2.922 4.023 -0.242 -1.0683 -0.9575 1.1724 -0.15
H 2.120 3.343 1.625 -0.3278 0.2009 -1.1287 0.09
H 1.296 2.679 0.190 0.3620 -0.5146 -0.4196 0.03
H 0.842 4.149 0.783 0.7649 1.3782 -0.7997 0.08
H 3.625 3.386 0.042 -0.8918 1.0048 -0.4273 0.07
C 3.535 0.472 1.459 0.8389 0.7117 -1.6036 -0.18
O 3.326 -0.754 2.070 1.0380 -0.3022 -0.3948 -0.12
H 2.623 0.849 0.961 0.4239 -0.3597 -0.4380 0.05
H 4.469 0.446 0.811 -1.3530 -0.1439 0.3619 0.12
H 3.718 1.247 2.150 0.4856 0.9317 1.2586 0.07
H 2.774 -0.527 2.806 -1.0837 -0.4853 1.1243 0.02
```
Forces are in eV/Å.


12 unconnected molecules or ions with the total composition C15H55N23O12 at a distorted geometry, computed with ωB97M-V/def2-TZVPD.

Geometry as XYZ:
```
105
Properties=species:S:1:pos:R:3:forces:R:3:lowdin_charge:R:1
C 14.569 28.835 12.876 -0.9507 0.7101 -1.1000 -0.13
O 15.297 29.799 13.608 -0.0990 -0.8729 -0.0876 -0.18
C 15.632 29.267 14.871 1.6514 1.5902 0.4951 -0.20
C 16.119 30.432 15.782 -1.2031 -0.4885 0.3678 -0.41
C 16.602 29.911 17.123 -0.3904 0.0240 0.4592 -0.08
N 15.036 31.371 16.155 0.5694 0.0354 -0.3393 0.04
H 14.410 29.247 11.880 0.1252 0.0932 -0.0553 0.09
H 13.566 28.706 13.283 -0.1076 -0.0829 0.3613 0.09
H 14.979 27.837 12.719 0.6998 0.0428 0.4896 0.09
H 14.797 28.684 15.259 0.0793 0.0002 0.4341 0.13
H 16.564 28.706 14.802 -0.1750 -0.9862 -0.3129 0.12
H 16.962 30.936 15.308 -0.2695 0.2534 -0.4434 0.13
H 15.743 29.398 17.554 0.1607 -0.4363 0.3120 0.07
H 16.769 30.769 17.774 0.2053 0.0698 0.0539 0.07
H 17.477 29.262 17.161 -0.1352 -0.0746 -0.3758 0.05
H 14.516 30.911 16.888 -0.2692 0.0725 0.1610 0.05
H 14.388 31.524 15.396 0.0635 0.0044 -0.2896 0.06
N 14.252 28.142 22.457 -0.4563 -0.1709 0.8174 0.20
C 14.192 29.375 21.977 0.7646 -4.9553 -0.3127 -0.76
N 13.718 30.222 22.805 -1.3505 4.6936 1.3018 0.21
O 14.545 29.561 20.836 1.0664 2.6538 -2.2879 -0.03
H 13.778 28.084 23.347 0.3659 -1.7326 -0.3159 0.09
H 14.632 27.446 21.831 -0.1177 -0.6298 0.6579 0.10
H 13.728 31.123 22.349 -0.5320 0.4425 1.0558 0.13
H 13.434 30.048 23.758 0.1530 0.2962 -0.4467 0.13
N 20.173 30.323 21.614 3.2648 0.5988 -6.9980 0.17
C 19.956 30.086 22.840 -1.2278 -0.4283 2.1011 -0.86
N 18.756 30.478 23.139 -4.6715 0.9739 2.8734 0.19
O 20.699 29.550 23.590 2.4321 -1.3896 2.0400 0.09
H 19.561 30.883 21.037 0.1744 -0.1258 0.0985 0.07
H 21.128 30.124 21.352 -0.1569 0.3095 -0.4677 0.12
H 18.448 30.218 24.065 -0.1343 0.3256 0.3259 0.06
H 18.072 30.855 22.498 0.3715 -0.2747 -0.0467 0.07
N 14.095 27.494 19.192 2.6529 -1.2888 0.1840 0.18
C 12.840 27.682 18.823 0.2229 -3.5533 -1.3127 -0.83
N 12.405 28.818 19.137 -2.1862 7.3117 2.1286 0.18
O 12.109 26.909 18.263 -0.9422 -2.6714 -1.5413 0.03
H 14.619 26.692 18.872 -0.2745 0.2268 0.1370 0.12
H 14.541 28.263 19.671 0.4069 -0.4261 -0.1068 0.03
H 11.463 29.120 18.935 0.3479 -0.4265 -0.0141 0.13
H 13.036 29.447 19.613 -0.4332 0.2726 -0.0380 0.08
N 24.396 24.690 22.907 3.5520 -3.2207 -0.8382 0.16
C 23.573 25.690 23.012 1.4112 0.6860 2.7308 -0.86
N 22.447 25.474 22.481 -5.6117 -0.9822 -4.1474 0.17
O 23.769 26.594 23.757 1.1743 3.2394 1.8577 0.08
H 25.264 24.759 23.418 -0.1853 -0.2741 -0.3743 0.12
H 24.148 23.895 22.335 0.5847 0.0543 0.3856 0.10
H 22.397 24.813 21.720 -0.2942 0.2220 0.1100 0.09
H 21.693 26.129 22.633 -0.1633 -0.0040 0.2129 0.08
N 18.528 25.932 25.067 -4.2509 1.4791 3.4417 0.21
C 19.575 25.619 24.434 3.7148 -0.2857 -4.5657 -0.74
N 19.823 24.315 24.357 -0.1196 -3.6866 1.1414 0.17
O 20.223 26.381 23.727 0.0995 1.3104 -0.1410 0.01
H 18.294 26.907 25.187 -0.0227 -0.2141 0.1266 0.11
H 17.953 25.200 25.459 -0.1051 0.6215 0.0507 0.12
H 19.363 23.723 25.034 0.1710 -0.1179 -0.2104 0.10
H 20.454 23.808 23.753 0.1507 1.0046 0.1734 0.10
N 18.367 33.747 20.556 4.1987 1.5145 -1.8271 0.18
C 17.532 32.816 20.919 -0.9958 1.0055 -1.0627 -0.80
N 16.505 33.325 21.528 -3.4401 0.7322 2.5451 0.18
O 17.525 31.680 20.542 1.1969 -3.1939 -0.6809 0.03
H 19.043 33.444 19.869 0.1805 0.3261 0.2973 0.12
H 18.431 34.703 20.876 -0.2469 -0.4611 0.0886 0.12
H 16.380 34.327 21.494 -0.4490 -0.4211 0.1404 0.12
H 15.723 32.689 21.456 -0.2935 0.5295 0.3899 0.11
N 20.131 23.747 20.464 2.2157 2.9262 2.5017 0.16
C 19.410 22.757 20.005 -0.2082 -0.4765 -1.0581 -0.81
N 19.449 22.664 18.694 0.0882 -0.0380 -2.9718 0.17
O 18.811 22.012 20.707 -1.6135 -2.2938 2.2645 0.06
H 20.696 24.385 19.922 -0.2110 -0.3428 0.0220 0.11
H 20.297 23.692 21.459 -0.0965 0.4166 -0.2165 0.08
H 19.787 23.486 18.215 -0.2450 -0.5572 -0.6034 0.11
H 18.965 21.909 18.230 0.0099 0.5070 0.0408 0.12
N 15.651 29.497 26.308 -5.1714 1.6209 4.2502 0.18
C 16.674 29.280 25.591 2.6207 2.2936 1.7685 -0.86
N 16.399 28.536 24.626 -0.0103 -4.2907 -6.3764 0.21
O 17.713 29.814 25.898 2.9616 0.6216 -0.2115 0.05
H 15.810 30.185 27.030 -0.6650 -0.2621 0.0258 0.13
H 14.748 29.144 26.024 0.0717 0.2835 0.7409 0.11
H 15.453 28.218 24.474 0.5811 -0.4575 -0.1257 0.06
H 17.080 28.338 23.907 -0.1445 -0.0023 -0.0555 0.11
N 14.317 24.317 25.184 -4.2390 -6.2873 4.6175 0.17
C 14.730 25.384 24.679 1.6353 0.2517 -1.5419 -0.84
N 15.655 25.014 23.858 4.1038 1.0357 -3.8463 0.18
O 14.372 26.481 24.904 -1.8104 5.1900 1.1628 0.06
H 14.673 23.483 24.738 -0.9984 -0.2254 1.0847 0.12
H 13.631 24.304 25.924 0.0923 -0.2642 -0.3227 0.14
H 15.872 24.032 23.766 0.5592 0.8369 -0.6162 0.12
H 16.118 25.744 23.335 0.4243 -0.4849 -0.6229 0.07
N 20.039 28.547 18.005 0.0939 3.4897 4.8131 0.16
C 19.934 27.959 16.868 0.4679 -2.0218 -0.2103 -0.83
N 19.871 28.774 15.854 -0.6105 1.4844 -3.8328 0.18
O 19.949 26.763 16.841 0.0235 -2.9234 -1.2598 0.05
H 19.800 29.528 18.024 0.4968 -0.0728 0.6592 0.11
H 20.529 28.101 18.768 -0.2564 0.1977 -0.3111 0.11
H 19.749 28.336 14.952 -0.0198 0.3162 0.0782 0.13
H 20.010 29.773 15.894 -0.0053 -0.4267 0.0447 0.12
N 18.819 27.085 20.880 2.3813 -2.4736 0.3243 0.20
C 17.537 27.342 21.002 1.1232 0.3762 0.2073 -0.71
N 17.312 28.480 20.394 -3.3460 2.9205 -1.0723 0.20
O 16.712 26.718 21.656 -0.5758 -0.4891 0.5653 0.01
H 19.375 27.699 20.301 0.0103 -0.4251 0.7462 0.07
H 19.206 26.375 21.484 0.3846 0.1411 -0.2584 0.09
H 17.908 29.013 19.776 0.0371 -0.3697 0.4822 0.08
H 16.461 28.920 20.713 -0.1070 0.4254 -0.6938 0.07
```
Forces are in eV/Å.


Going through the records in order, we get electronic energy values of -2163.69924; -2767.00054 a.u..